[1]
# C27H38BrF2IN2O7P

2 unconnected molecules or ions with the total composition C27H38BrF2IN2O7P (wB97M-V/def2-TZVPD, the OMol25 dataset).

Output
Highest occupied orbital energy (eV): -9.29
Total energy (eV): -138785.340
F_max (eV Å⁻¹): 2.7
Charge: +1

```
79
Properties=species:S:1:pos:R:3:lowdin_charge:R:1
H 4.307 -3.769 3.634 0.14
C 2.324 1.064 2.749 -0.52
C 0.566 -3.112 0.291 -0.81
Br 1.841 -0.213 7.479 0.67
H -6.522 -0.636 -8.420 0.12
C 5.313 -1.153 2.082 -0.16
F 3.185 -0.277 -2.446 0.08
H 0.737 -0.244 -1.597 0.05
O 2.069 1.030 1.355 -0.25
O 5.394 -2.117 3.143 -0.02
H -2.770 0.650 -5.848 0.15
N -2.223 2.090 -1.114 -0.05
H -0.405 2.184 -0.054 0.09
H -1.619 3.395 0.434 0.11
H -7.640 1.072 -5.737 0.15
C -4.453 1.162 -4.592 -0.12
C 2.209 -1.626 4.960 -0.28
C 2.618 0.742 -1.753 -0.53
C 4.900 -3.324 2.833 -0.33
H 4.172 -0.900 4.728 0.11
O 5.069 -3.904 1.781 0.07
H 2.681 -2.909 0.181 0.07
H -0.328 -1.523 -0.791 0.01
O 3.001 2.267 2.910 0.07
C 0.595 1.877 4.543 -0.44
H 0.963 1.271 -0.701 0.04
H 0.727 -2.116 6.391 0.05
O 3.111 1.851 -1.796 0.11
H 6.314 -0.883 1.769 0.13
H 2.783 -2.431 5.398 0.11
C 3.166 -0.219 2.983 -0.45
O 2.644 -1.200 2.159 -0.27
H 0.235 1.337 2.570 0.11
P 1.953 -0.576 0.682 0.65
H -1.827 1.693 0.911 0.12
C 4.610 0.097 2.542 -0.08
C 3.182 -0.542 4.501 -0.12
H 4.587 0.738 1.674 0.13
H 3.545 2.208 3.697 0.10
H 4.829 -1.556 1.210 0.10
H -1.403 -2.893 -0.540 0.07
C -1.462 2.364 0.138 0.07
O -0.540 2.033 4.944 0.11
H -4.177 0.188 -7.827 0.16
C -6.730 0.374 -8.079 0.05
C -5.840 1.271 -4.575 0.06
H -6.431 1.102 -8.828 0.12
C -3.012 3.025 -1.661 0.03
H 0.549 -4.008 -0.307 0.06
C -3.651 1.493 -3.389 -0.14
I 0.415 -3.813 2.310 0.91
C -2.109 0.879 -1.673 0.03
H 1.818 -2.255 -1.163 0.08
H -6.369 1.563 -3.678 0.14
H -1.124 -1.825 0.782 0.04
H -3.053 3.987 -1.173 0.15
C -2.807 0.553 -2.810 0.07
H 0.599 -0.579 1.184 0.05
H -4.363 3.527 -3.217 0.14
H -7.786 0.481 -7.861 0.10
C -3.738 2.751 -2.798 0.05
N -5.946 0.627 -6.845 -0.08
C 1.428 0.340 -0.994 -0.20
H 1.685 -2.064 4.122 0.00
C -6.564 0.996 -5.713 0.03
F 1.596 2.501 5.161 0.12
H 3.071 0.391 5.044 0.08
C -3.844 0.752 -5.775 0.06
C 1.149 -1.219 5.968 -0.59
C 0.906 1.026 3.347 0.01
H 5.184 0.551 3.340 0.13
C -0.643 -2.270 -0.075 -0.23
H 3.299 -0.561 0.153 0.06
H 0.320 -0.700 5.519 0.04
H -2.698 -0.441 -3.221 0.15
H 0.677 -0.003 3.590 0.12
H -1.450 0.177 -1.173 0.12
C -4.610 0.494 -6.885 0.02
C 1.814 -2.313 -0.081 -0.33
```



[2]
# C27H38ClF12NO8S

3 unconnected molecules or ions with the total composition C27H38ClF12NO8S (wB97M-V/def2-TZVPD, the OMol25 dataset).

Output
Highest occupied orbital energy (eV): -8.60
Total energy (eV): -102447.566
SMILES: CCCOC[C@@H](CCC(F)=C(F)F)O[C@](Cl)(CCC(F)(F)C(F)(F)S(F)(F)(F)(F)F)CNc1ccccc1.COC(=O)OC.COC(=O)OC
F_max (eV Å⁻¹): 3.6

```
88
Properties=species:S:1:pos:R:3:lowdin_charge:R:1
C 1.347 -3.304 -4.815 -0.09
C -0.760 -2.266 -4.071 -0.08
H -4.912 0.310 -1.091 0.07
O -8.376 6.806 -0.430 0.13
H -0.358 1.842 2.105 0.09
O 5.203 -8.342 -3.703 0.13
H 3.703 -0.163 0.605 0.12
C 0.868 2.683 0.441 -0.27
F 2.299 4.477 4.106 0.06
H -0.847 3.955 2.870 0.12
F -0.946 3.450 5.222 0.11
H -6.137 7.824 0.587 0.10
C -3.439 1.969 -0.683 -0.20
C -4.073 0.550 -0.391 -0.12
Cl 0.041 -0.307 0.229 0.81
C 2.248 -0.204 -1.341 -0.17
H 5.712 -7.193 -7.201 0.09
H 3.240 -7.722 -2.015 0.10
H 1.690 0.306 -2.166 0.13
H 1.850 -2.195 1.044 0.11
C 3.807 -6.793 -2.064 -0.04
S 2.325 -1.220 5.984 0.90
C 2.430 -1.524 1.712 -0.09
H -3.196 2.692 1.354 0.14
H -3.321 -0.274 -0.508 0.06
C 2.036 -2.833 -3.637 -0.02
O -1.565 3.352 0.305 -0.16
H 2.890 0.661 1.955 0.11
C -7.691 5.847 -0.184 -0.61
F 2.119 0.347 5.655 -0.14
C 4.763 -7.302 -4.119 -0.61
H 6.677 -7.808 -5.851 0.10
H -4.475 0.467 0.649 0.08
H -0.662 2.026 -1.102 0.11
C -0.442 2.915 -0.451 -0.16
H 1.356 3.699 0.412 0.15
H -0.582 -3.451 -5.960 0.10
C 2.838 -1.629 4.219 -0.40
F 3.901 -0.984 6.393 -0.16
H -4.295 2.689 -0.660 0.11
O 4.907 -6.829 -5.363 0.00
H -9.854 4.724 -1.174 0.10
H 2.934 -2.167 -1.412 0.12
O -6.363 5.849 -0.023 0.00
C 1.317 -2.055 -2.631 -0.26
F 3.281 -2.924 4.193 0.11
H 0.513 4.750 2.042 0.13
C 0.541 2.494 1.974 -0.11
C 0.378 3.714 5.187 -0.26
C -5.757 7.133 -0.166 -0.04
C -0.060 -3.057 -5.064 -0.09
O -8.126 4.591 -0.025 0.00
O 4.043 -6.417 -3.421 -0.01
H -4.686 7.009 -0.015 0.09
H 4.748 -6.886 -1.521 0.10
C -2.515 2.312 0.543 -0.24
H -2.914 1.957 -1.665 0.11
H -2.078 1.360 0.935 0.08
N 2.050 -1.657 -1.466 -0.03
H -0.205 3.745 -1.174 0.14
F 3.922 -0.843 3.937 0.10
C 1.008 4.022 4.045 -0.19
H 3.428 -2.024 1.854 0.13
C -0.075 -1.792 -2.884 -0.05
C 2.724 -0.091 1.152 -0.11
H 1.366 2.023 2.555 0.10
H -0.685 -1.224 -2.157 0.06
O 1.822 1.798 -0.129 -0.09
F 1.067 3.670 6.353 0.11
C 1.688 0.412 0.035 -0.70
C 5.662 -7.678 -6.228 -0.04
C -9.537 4.437 -0.171 -0.04
C 0.259 3.886 2.708 -0.09
H -5.923 7.528 -1.169 0.10
H 1.888 -3.915 -5.565 0.10
C 1.710 -1.534 3.131 -0.41
H 3.326 0.082 -1.484 0.14
H 5.169 -8.644 -6.345 0.10
F 0.897 -2.654 3.113 0.09
F 0.946 -0.396 3.197 0.07
H 3.106 -3.112 -3.548 0.10
F 0.773 -1.595 5.726 -0.14
H 3.217 -6.002 -1.603 0.09
H -10.068 5.021 0.582 0.10
F 1.946 -0.920 7.531 -0.14
F 2.555 -2.795 6.420 -0.17
H -1.839 -2.047 -4.191 0.10
H -9.769 3.384 -0.021 0.09
```



[3]
# C27H38N7ORuS3Sb

A molecular structure, C27H38N7ORuS3Sb (wB97M-V/def2-TZVPD, the OMol25 dataset).

Output
Energy above the lowest of the compared OMol25 structures with the same formula, charge and spin (kcal per mole): 68.6
<S²>: 0.770
Highest occupied orbital energy (alpha / beta) (eV): -10.27 / -10.21
Total energy (eV): -82711.853
F_max (eV Å⁻¹): 2.2
Charge: +1
2S+1: 2

```
78
Properties=species:S:1:pos:R:3:lowdin_charge:R:1
H -0.719 1.382 3.047 0.05
C -0.925 0.727 -3.013 -0.11
N -3.335 4.021 2.019 0.03
N -2.450 2.371 2.971 -0.06
C 1.380 -1.134 2.481 -0.14
C 0.080 0.508 -5.221 -0.03
H -2.578 -1.490 -2.216 -0.03
C 2.259 -1.829 4.609 -0.08
H -4.242 -1.642 -1.600 0.01
H -2.401 2.719 -4.167 0.09
H -0.193 -2.524 -0.243 0.07
H -4.621 1.289 0.956 0.01
Ru -0.223 0.712 0.251 0.57
H -5.100 0.392 -0.502 0.01
C 1.439 0.225 2.852 -0.36
O 0.845 1.153 2.139 -0.26
H 3.374 -3.777 -2.124 0.10
H -4.096 1.381 5.117 0.09
H -3.314 -2.607 1.954 0.00
H -4.797 -1.772 1.438 0.02
H 5.558 -4.630 -1.334 0.10
H -2.997 -2.814 -1.108 0.01
C 5.057 -0.836 -1.932 -0.31
C -1.498 2.417 -4.699 -0.03
C 0.958 -1.386 1.147 -0.30
C 1.736 -2.152 3.385 -0.02
C 5.415 -3.569 -1.497 -0.09
H 0.702 -3.481 0.940 0.10
H -3.267 0.320 -4.275 0.09
H -3.540 4.777 1.390 0.16
H -3.925 1.730 -0.620 -0.02
C 2.430 -0.474 4.944 -0.06
H 1.644 -3.192 3.090 0.12
H -0.766 -2.642 1.442 0.06
H 2.138 1.577 4.366 0.12
H 7.419 -3.050 -0.921 0.11
H -0.109 0.595 -6.292 0.10
C -3.415 2.918 3.794 -0.32
C -3.775 -1.632 1.795 -0.30
S 1.581 2.129 -0.759 0.72
S 4.492 1.592 -0.635 0.89
H -1.658 2.568 -5.767 0.10
H -0.675 3.056 -4.376 0.09
H -4.491 3.042 5.590 0.09
C 4.191 -3.089 -1.939 -0.08
C 4.866 0.635 -2.166 -0.40
H -1.833 0.970 4.200 0.10
C -3.726 2.408 5.151 0.00
H 0.927 1.146 -4.963 0.09
C -2.401 3.081 1.829 -0.73
C 2.032 0.533 4.092 -0.01
H 0.343 -0.527 -4.998 0.09
H 2.554 -2.608 5.297 0.11
C 4.014 -1.728 -2.155 -0.07
Sb -2.714 -0.520 0.312 1.30
H -2.160 -1.001 -4.695 0.09
S -1.435 2.948 0.438 0.61
C 0.108 -2.571 0.800 -0.05
C -3.186 -1.770 -1.359 -0.29
H 2.860 -0.216 5.905 0.11
C 6.280 -1.323 -1.478 -0.04
C 6.460 -2.682 -1.265 -0.07
C -1.182 0.936 -4.452 -0.57
N -3.968 3.936 3.219 0.14
N 2.634 -0.135 0.150 0.00
C -4.275 0.903 -0.004 -0.31
H 7.096 -0.633 -1.292 0.12
N 1.444 -0.672 0.144 -0.07
H -2.837 2.436 5.784 0.09
N -1.714 1.206 3.223 0.13
C -2.378 0.057 -4.851 -0.04
H 3.059 -1.354 -2.511 0.10
C 2.820 1.062 -0.368 -1.07
H 4.053 0.837 -2.862 0.08
N -0.730 0.530 -1.904 0.06
H -2.593 0.211 -5.909 0.10
H 5.779 1.108 -2.525 0.08
H -3.786 -1.082 2.735 -0.01
```